A.
This record from OMol25 describes 12 unconnected molecules or ions with the total composition H24O12. The level of theory is ωB97M-V/def2-TZVPD.

Last column: Mulliken charge in e.
Element x y z (Å)
O: 5.621 -1.003 0.647  -0.631
H: 6.471 -1.365 0.399  0.313
H: 4.989 -1.491 0.119  0.316
O: -3.170 -3.183 0.758  -0.622
H: -3.706 -2.442 1.042  0.316
H: -3.700 -3.623 0.094  0.313
O: -0.778 -2.617 -3.724  -0.616
H: -0.938 -2.681 -4.665  0.320
H: -1.651 -2.568 -3.334  0.302
O: 0.452 -3.781 2.628  -0.650
H: -0.471 -3.827 2.381  0.315
H: 0.909 -3.577 1.812  0.320
O: -4.216 0.978 1.624  -0.619
H: -5.035 0.759 2.068  0.315
H: -4.305 1.905 1.400  0.303
O: 2.435 -3.407 -1.016  -0.616
H: 2.983 -4.075 -1.429  0.305
H: 1.811 -3.155 -1.696  0.312
O: -1.791 1.721 -4.376  -0.616
H: -1.841 2.523 -3.857  0.311
H: -2.388 1.114 -3.939  0.304
O: -0.961 -0.245 4.302  -0.636
H: -1.617 0.110 3.703  0.311
H: -0.687 -1.068 3.898  0.326
O: 2.923 3.015 2.528  -0.631
H: 3.098 2.082 2.408  0.319
H: 2.260 3.222 1.869  0.311
O: -3.174 5.228 1.011  -0.630
H: -2.731 5.315 0.166  0.315
H: -3.676 6.037 1.103  0.320
O: 0.372 1.040 -0.537  -0.614
H: 0.688 0.192 -0.850  0.317
H: -0.570 0.916 -0.417  0.297
O: 4.183 2.615 -2.426  -0.639
H: 4.855 2.658 -1.745  0.323
H: 3.355 2.678 -1.950  0.316

Computed properties:
HOMO level = -11.05 eV
spin multiplicity = 1
SMILES = O.O.O.O.O.O.O.O.O.O.O.O

B.
This record from OMol25 describes 12 unconnected molecules or ions with the total composition H24O12. The level of theory is ωB97M-V/def2-TZVPD.

Last column: Mulliken charge in e.
Element x y z (Å)
O: 12.072 -12.693 -6.255  -0.653
H: 11.403 -12.109 -5.971  0.295
H: 11.530 -13.441 -6.478  0.357
O: 13.878 -14.036 -11.204  -0.654
H: 13.855 -14.200 -10.271  0.408
H: 13.087 -13.498 -11.306  0.312
O: 8.600 -15.655 -7.999  -0.586
H: 8.008 -14.968 -8.274  0.284
H: 8.228 -15.949 -7.189  0.246
O: 11.407 -15.815 -6.827  -0.610
H: 11.219 -16.713 -6.812  0.296
H: 11.248 -15.626 -7.751  0.360
O: 11.351 -17.775 -10.038  -0.644
H: 11.217 -16.834 -9.920  0.294
H: 11.154 -18.168 -9.133  0.278
O: 8.682 -13.395 -10.853  -0.574
H: 7.880 -13.566 -10.343  0.231
H: 8.434 -13.501 -11.730  0.265
O: 10.143 -15.909 -12.018  -0.649
H: 10.089 -15.663 -11.083  0.287
H: 9.889 -16.840 -12.046  0.320
O: 10.940 -14.997 -9.513  -0.118
H: 11.526 -14.322 -9.295  0.022
H: 10.072 -14.674 -9.318  0.258
O: 13.477 -13.752 -8.544  -0.663
H: 13.489 -12.775 -8.528  0.281
H: 13.787 -14.038 -7.666  0.299
O: 10.594 -12.143 -8.533  -0.541
H: 10.799 -11.556 -9.164  0.287
H: 11.425 -12.063 -8.064  0.282
O: 7.899 -17.055 -10.115  -0.625
H: 7.248 -16.511 -10.494  0.265
H: 8.201 -16.566 -9.331  0.410
O: 11.288 -12.788 -11.442  -0.587
H: 11.014 -12.680 -12.390  0.271
H: 10.479 -12.967 -11.028  0.295

Computed properties:
HOMO level = -9.83 eV
spin multiplicity = 1
SMILES = O.O.O.O.O.O.O.O.O.O.O.O

Bottom line: B, by a margin of 0.258 eV.

A.
This record from OMol25 describes a molecular structure, H24O12. The level of theory is ωB97M-V/def2-TZVPD.

Last column: Mulliken charge in e.
Element x y z (Å)
O: 56.207 45.487 35.309  -0.639
H: 55.575 45.047 34.698  0.395
H: 55.841 46.346 35.681  0.287
O: 52.858 41.460 33.715  -0.538
H: 52.452 42.084 33.256  0.304
H: 53.413 41.325 33.077  0.269
O: 53.002 48.409 33.987  -0.616
H: 53.346 47.706 33.429  0.417
H: 52.571 49.160 33.408  0.404
O: 52.034 44.984 33.322  -0.457
H: 51.881 45.804 33.749  -0.013
H: 52.899 45.033 33.366  0.449
O: 54.637 46.511 32.413  -0.463
H: 54.531 45.728 32.774  0.190
H: 55.092 46.320 31.732  0.221
O: 53.066 45.471 36.696  -0.675
H: 53.768 46.150 36.651  0.284
H: 52.359 45.883 36.414  0.274
O: 53.589 43.331 35.124  -0.702
H: 52.985 42.630 34.680  0.431
H: 52.987 44.013 35.473  0.229
O: 50.134 45.008 36.095  -0.608
H: 50.751 44.190 36.004  0.338
H: 49.324 45.000 35.589  0.283
O: 50.705 43.719 30.930  -0.630
H: 51.441 43.877 30.419  0.328
H: 50.971 44.108 31.725  0.242
O: 51.376 47.509 34.689  -0.849
H: 52.355 47.708 34.580  0.394
H: 50.913 47.549 33.835  0.328
O: 51.127 47.015 31.773  -0.625
H: 51.447 46.139 32.276  0.525
H: 50.337 46.777 31.510  0.291
O: 55.219 43.894 33.202  -0.658
H: 55.808 43.298 32.736  0.238
H: 54.838 43.344 33.950  0.352

Computed properties:
HOMO level = -9.55 eV
spin multiplicity = 1

B.
This record from OMol25 describes 12 unconnected molecules or ions with the total composition H24O12. The level of theory is ωB97M-V/def2-TZVPD.

Last column: Mulliken charge in e.
Element x y z (Å)
O: 3.177 -0.834 -0.015  -0.699
H: 3.359 -1.269 -0.847  0.282
H: 3.131 0.118 -0.180  0.368
O: 0.250 0.322 0.776  -0.346
H: 0.489 1.140 0.472  0.155
H: -0.606 0.108 0.388  0.120
O: -1.359 -0.632 -1.391  -0.621
H: -1.135 0.016 -2.020  0.252
H: -0.637 -1.132 -1.051  0.418
O: 0.985 3.175 -0.652  -0.617
H: 0.924 3.658 -1.499  0.261
H: 0.168 3.399 -0.153  0.313
O: 0.674 -2.126 -0.333  -0.669
H: 1.362 -1.445 -0.136  0.421
H: 0.842 -2.592 -1.173  0.263
O: 1.598 0.235 -2.393  -0.584
H: 1.711 0.837 -1.675  0.258
H: 2.487 0.154 -2.756  0.312
O: -1.730 3.084 -0.096  -0.609
H: -2.285 2.363 0.164  0.278
H: -2.243 3.552 -0.765  0.302
O: -2.490 -0.778 2.079  -0.521
H: -2.389 -0.746 3.011  0.251
H: -2.752 0.001 1.611  0.241
O: -1.392 -3.147 1.142  -0.650
H: -1.888 -2.389 1.413  0.267
H: -0.647 -2.822 0.695  0.404
O: 0.270 -1.473 3.108  -0.571
H: 1.097 -1.303 3.489  0.296
H: 0.372 -0.990 2.283  0.347
O: 3.430 1.854 -0.531  -0.639
H: 2.616 2.315 -0.487  0.337
H: 3.607 2.107 -1.424  0.315
O: -3.939 -1.550 -0.581  -0.647
H: -4.039 -1.955 0.265  0.324
H: -3.017 -1.256 -0.739  0.387

Computed properties:
HOMO level = -9.52 eV
spin multiplicity = 1
SMILES = O.O.O.O.O.O.O.O.O.O.O.O

Bottom line: B, by a margin of 6.038 eV.

A.
This record from OMol25 describes 12 unconnected molecules or ions with the total composition H24O12. The level of theory is ωB97M-V/def2-TZVPD.

Last column: Mulliken charge in e.
Element x y z (Å)
O: -0.562 0.129 0.565  -0.697
H: 0.261 0.566 0.321  0.310
H: -1.248 0.726 0.247  0.318
O: 1.827 1.085 2.191  -0.563
H: 0.994 0.993 2.667  0.304
H: 2.241 0.218 2.275  0.246
O: 0.266 -1.929 4.274  -0.604
H: 0.907 -1.920 3.555  0.292
H: -0.340 -1.212 4.058  0.310
O: 0.571 -1.601 -1.660  -0.688
H: 0.271 -1.156 -0.860  0.359
H: 0.798 -2.489 -1.363  0.313
O: 4.555 -1.762 -0.727  -0.600
H: 3.802 -1.643 -0.138  0.286
H: 4.478 -2.676 -1.025  0.319
O: 1.200 3.088 1.598  -0.570
H: 1.092 4.046 1.609  0.278
H: 0.397 2.767 1.171  0.283
O: -2.035 -1.546 -1.073  -0.676
H: -2.210 -1.317 -0.153  0.360
H: -1.321 -0.952 -1.331  0.333
O: -0.937 -3.086 -2.928  -0.608
H: -1.117 -2.891 -2.001  0.383
H: -0.965 -2.225 -3.359  0.289
O: -3.348 -1.852 2.120  -0.625
H: -3.855 -2.426 1.535  0.316
H: -4.010 -1.272 2.511  0.316
O: -0.027 3.322 -0.850  -0.569
H: -0.624 4.069 -0.968  0.303
H: 0.758 3.567 -1.354  0.299
O: 3.207 0.999 -2.086  -0.612
H: 2.648 0.414 -2.610  0.323
H: 3.363 0.508 -1.272  0.277
O: -3.934 2.780 -1.719  -0.627
H: -2.999 2.847 -1.494  0.297
H: -4.107 1.832 -1.723  0.324

Computed properties:
HOMO level = -10.31 eV
spin multiplicity = 1
SMILES = O.O.O.O.O.O.O.O.O.O.O.O

B.
This record from OMol25 describes 12 unconnected molecules or ions with the total composition H24O12. The level of theory is ωB97M-V/def2-TZVPD.

Last column: Mulliken charge in e.
Element x y z (Å)
O: 1.311 -2.340 -2.534  -0.605
H: 0.754 -2.692 -3.229  0.291
H: 0.747 -2.325 -1.760  0.327
O: -0.995 0.702 2.598  -0.508
H: -1.325 1.326 3.244  0.267
H: -0.046 0.829 2.605  0.211
O: -2.766 1.954 0.313  -0.633
H: -3.148 1.809 1.178  0.308
H: -2.102 1.270 0.226  0.343
O: 3.123 0.381 -0.317  -0.701
H: 3.061 0.287 -1.268  0.318
H: 2.664 -0.384 0.030  0.342
O: 2.207 0.907 2.216  -0.616
H: 2.402 0.978 1.281  0.384
H: 2.956 0.437 2.582  0.284
O: -2.689 -1.329 1.800  -0.661
H: -2.175 -1.648 1.059  0.464
H: -2.435 -0.411 1.891  0.248
O: 0.618 2.899 0.406  -0.582
H: 0.777 2.985 1.346  0.260
H: 1.158 3.582 0.008  0.257
O: 1.996 -2.026 0.446  -0.668
H: 2.033 -2.763 -0.164  0.279
H: 1.482 -2.352 1.185  0.289
O: -0.298 0.400 -0.274  0.249
H: 0.003 1.252 0.040  0.150
H: 0.144 -0.234 0.291  -0.030
O: 0.223 2.326 -2.905  -0.646
H: -0.023 2.057 -2.020  0.265
H: -0.135 3.209 -2.997  0.298
O: -2.225 -0.477 -2.365  -0.579
H: -2.141 -1.374 -2.688  0.284
H: -1.556 -0.403 -1.685  0.241
O: -1.215 -2.575 -0.054  -0.682
H: -0.617 -3.265 0.231  0.263
H: -1.767 -2.993 -0.715  0.292

Computed properties:
HOMO level = -10.21 eV
spin multiplicity = 1
SMILES = O.O.O.O.O.O.O.O.O.O.O.O

C.
This record from OMol25 describes 12 unconnected molecules or ions with the total composition H24O12. The level of theory is ωB97M-V/def2-TZVPD.

Last column: Mulliken charge in e.
Element x y z (Å)
O: -3.258 -1.634 -2.176  -0.652
H: -2.455 -1.095 -2.273  0.399
H: -3.970 -1.055 -2.466  0.282
O: 2.747 1.762 0.415  -0.621
H: 1.790 1.903 0.448  0.306
H: 2.863 0.814 0.548  0.305
O: 1.863 -1.986 0.584  -0.606
H: 1.144 -2.623 0.642  0.274
H: 1.609 -1.268 1.207  0.299
O: 0.109 2.990 -0.187  -0.615
H: -0.050 2.032 -0.364  0.424
H: 0.227 3.383 -1.057  0.286
O: 0.269 0.391 -0.513  -0.259
H: 0.204 0.067 0.394  0.133
H: -0.126 -0.332 -1.062  0.151
O: -1.280 -0.812 3.098  -0.674
H: -1.586 -0.995 2.184  0.409
H: -1.530 -1.591 3.610  0.332
O: 0.619 2.964 3.032  -0.627
H: 0.637 2.140 2.528  0.358
H: 0.548 2.679 3.949  0.294
O: 1.230 -0.148 2.567  -0.601
H: 0.422 -0.665 2.857  0.408
H: 1.805 -0.118 3.340  0.243
O: -1.913 0.877 -2.948  -0.599
H: -2.680 1.438 -2.790  0.303
H: -1.189 1.494 -3.098  0.267
O: -0.139 -1.716 -2.140  -0.544
H: 0.590 -1.497 -2.733  0.246
H: -0.038 -2.660 -1.975  0.250
O: -2.491 -1.190 0.615  -0.758
H: -3.339 -0.832 0.337  0.305
H: -2.197 -1.715 -0.138  0.290
O: 3.381 -0.528 -1.864  -0.602
H: 3.539 -0.570 -2.813  0.286
H: 2.645 0.093 -1.757  0.309

Computed properties:
HOMO level = -10.16 eV
spin multiplicity = 1
SMILES = O.O.O.O.O.O.O.O.O.O.O.O

Bottom line: C, by a margin of 0.056 eV.

A.
This record from OMol25 describes 12 unconnected molecules or ions with the total composition H24O12. The level of theory is ωB97M-V/def2-TZVPD.

Last column: Mulliken charge in e.
Element x y z (Å)
O: -0.494 3.581 0.104  -0.632
H: -0.330 4.403 0.509  0.288
H: 0.258 3.286 -0.396  0.288
O: -0.667 -2.436 0.979  -0.718
H: -0.446 -2.368 1.922  0.277
H: -1.022 -1.584 0.704  0.342
O: 1.883 -1.855 0.170  -0.523
H: 1.028 -1.747 0.545  0.287
H: 2.322 -2.444 0.781  0.304
O: -0.348 0.359 -0.225  -0.225
H: -0.321 -0.258 -0.975  0.178
H: 0.394 0.960 -0.314  0.068
O: 2.142 0.715 -3.175  -0.664
H: 2.156 1.201 -2.372  0.381
H: 1.223 0.505 -3.214  0.278
O: 1.850 1.740 -0.596  -0.681
H: 2.410 2.545 -0.636  0.307
H: 2.242 1.130 0.014  0.236
O: -2.628 0.935 1.532  -0.608
H: -1.941 0.768 0.858  0.361
H: -3.349 0.355 1.285  0.273
O: -0.327 -1.139 -2.379  -0.657
H: -1.273 -1.080 -2.015  0.440
H: 0.082 -2.022 -2.250  0.384
O: 0.510 -3.487 -1.342  -0.680
H: 0.254 -3.098 -0.499  0.420
H: 0.132 -4.369 -1.339  0.275
O: -2.654 -1.419 -0.824  -0.580
H: -2.649 -2.353 -0.810  0.298
H: -3.435 -1.252 -0.267  0.239
O: -0.437 2.584 2.649  -0.689
H: -0.730 2.613 1.717  0.386
H: 0.427 3.072 2.629  0.297
O: 1.255 0.379 2.265  -0.560
H: 1.930 0.805 2.795  0.253
H: 0.554 0.977 2.171  0.357

Computed properties:
HOMO level = -10.44 eV
spin multiplicity = 1
SMILES = O.O.O.O.O.O.O.O.O.O.O.O

B.
This record from OMol25 describes 12 unconnected molecules or ions with the total composition H24O12. The level of theory is ωB97M-V/def2-TZVPD.

Last column: Mulliken charge in e.
Element x y z (Å)
O: 0.519 2.913 -3.196  -0.560
H: -0.072 3.604 -3.526  0.305
H: 0.159 2.174 -3.545  0.263
O: -0.462 -1.317 -1.227  -0.592
H: -1.336 -1.478 -1.645  0.319
H: -0.006 -1.084 -2.162  0.249
O: -2.556 0.355 0.774  -0.653
H: -1.692 -0.230 0.805  0.322
H: -3.278 -0.040 1.269  0.317
O: 4.454 0.877 -0.821  -0.634
H: 3.619 1.343 -0.755  0.331
H: 4.195 -0.001 -1.008  0.287
O: 1.513 2.922 -0.046  -0.578
H: 2.206 3.346 0.406  0.294
H: 0.795 3.652 -0.129  0.276
O: 1.791 0.448 4.005  -0.554
H: 1.373 0.412 4.981  0.315
H: 2.624 0.222 4.035  0.247
O: 0.462 -0.871 1.937  -0.546
H: 1.350 -0.726 1.683  0.237
H: -0.007 0.004 2.201  0.297
O: -3.146 -1.245 -3.247  -0.575
H: -3.042 -0.921 -4.037  0.240
H: -4.125 -0.950 -2.998  0.333
O: -0.393 3.135 3.115  -0.583
H: -0.253 2.566 3.803  0.258
H: -1.267 3.626 3.427  0.330
O: 2.601 -1.305 -2.591  -0.575
H: 2.062 -1.774 -2.106  0.275
H: 2.156 -1.590 -3.478  0.301
O: -0.467 -3.277 0.736  -0.641
H: -0.566 -2.794 1.546  0.353
H: -0.223 -2.638 0.179  0.338
O: -3.227 -3.350 0.634  -0.601
H: -2.458 -3.254 1.076  0.320
H: -3.305 -2.756 -0.096  0.286

Computed properties:
HOMO level = -10.60 eV
spin multiplicity = 1
SMILES = O.O.O.O.O.O.O.O.O.O.O.O

C.
This record from OMol25 describes 12 unconnected molecules or ions with the total composition H24O12. The level of theory is ωB97M-V/def2-TZVPD.

Last column: Mulliken charge in e.
Element x y z (Å)
O: -0.564 0.251 -0.686  -0.547
H: -0.136 0.990 -0.950  0.230
H: 0.134 -0.346 -0.331  0.303
O: 2.541 0.536 0.164  -0.562
H: 3.401 0.348 -0.259  0.292
H: 2.425 1.488 0.134  0.286
O: -1.052 3.745 1.182  -0.561
H: -1.102 3.283 1.938  0.271
H: -1.772 3.347 0.701  0.294
O: 3.713 2.284 -2.171  -0.610
H: 2.746 2.215 -2.230  0.291
H: 3.906 1.573 -2.759  0.319
O: 1.662 -0.409 2.970  -0.570
H: 1.774 -0.630 3.966  0.299
H: 0.705 -0.214 2.807  0.294
O: 2.477 -3.446 -1.874  -0.647
H: 2.006 -3.518 -1.052  0.320
H: 3.166 -4.231 -1.807  0.325
O: 2.956 -3.201 2.069  -0.625
H: 3.057 -2.282 2.248  0.295
H: 3.653 -3.581 2.723  0.321
O: -4.934 -0.121 0.407  -0.511
H: -4.306 0.537 0.270  0.274
H: -5.305 -0.118 1.287  0.234
O: -4.643 -0.886 -1.271  -0.519
H: -4.768 -1.746 -1.605  0.231
H: -5.078 -0.414 -2.005  0.284
O: -2.115 -0.482 2.041  -0.567
H: -1.973 -1.120 2.634  0.266
H: -1.439 -0.569 1.353  0.291
O: -1.336 -2.383 -2.171  -0.553
H: -0.531 -2.920 -1.964  0.296
H: -1.454 -2.655 -3.047  0.274
O: 1.127 4.407 -0.625  -0.594
H: 1.464 4.683 -1.485  0.321
H: 0.776 3.505 -0.857  0.256

Computed properties:
HOMO level = -8.79 eV
spin multiplicity = 1
SMILES = O.O.O.O.O.O.O.O.O.O.O.O

Bottom line: A, by a margin of 3.758 eV.